# 1
Formula: C43H34BF4MgN2OP2STe
Source: OMol25
Level of theory: the ωB97M-V functional and the def2-TZVPD basis

Properties
E_LUMO: 2.2990 eV
total energy: -3817.490299 Eh
gap between HOMO and LUMO: 6.59 eV
ΔE to the lowest compared entry with this formula, charge and spin: 0.2645 eV
molar mass: 927.5 Da

```
! RIJCOSX wB97M-V def2-TZVPD def2/J DEFGRID3
* xyz -1 1
Mg -2.090 0.572 -2.343
O 1.014 -0.742 1.321
C 0.796 0.383 2.083
C 1.821 1.192 2.555
C 1.520 2.286 3.358
C 0.208 2.564 3.693
C -0.809 1.754 3.198
C -0.541 0.670 2.373
P -1.799 -0.418 1.583
C -1.742 -1.776 2.829
C -1.805 -3.083 2.362
C -1.769 -4.152 3.251
C -1.665 -3.918 4.612
C -1.598 -2.612 5.088
C -1.635 -1.549 4.201
C -3.362 0.427 2.051
C -3.613 1.723 1.593
C -4.840 2.328 1.800
C -5.852 1.645 2.461
C -5.625 0.352 2.904
C -4.392 -0.254 2.697
C 2.317 -0.980 0.923
C 3.138 -1.669 1.806
C 4.469 -1.884 1.496
C 4.984 -1.402 0.297
C 4.142 -0.754 -0.591
C 2.790 -0.551 -0.313
P 1.667 0.185 -1.592
C 2.066 -0.860 -3.042
C 2.646 -2.122 -2.967
C 2.786 -2.900 -4.108
C 2.356 -2.425 -5.338
C 1.762 -1.173 -5.418
C 1.600 -0.404 -4.278
C 2.622 1.736 -1.884
C 3.371 2.024 -3.019
C 4.011 3.251 -3.147
C 3.914 4.204 -2.146
C 3.161 3.928 -1.010
C 2.513 2.710 -0.888
H 2.851 0.984 2.303
H 2.325 2.915 3.719
H -0.031 3.406 4.332
H -1.835 1.982 3.450
H -1.871 -3.262 1.295
H -1.815 -5.166 2.874
H -1.633 -4.750 5.305
H -1.516 -2.426 6.152
H -1.580 -0.531 4.572
H -2.841 2.253 1.046
H -5.016 3.326 1.418
H -6.818 2.111 2.608
H -6.413 -0.198 3.405
H -4.239 -1.267 3.045
H 2.718 -2.001 2.747
H 5.108 -2.415 2.190
H 6.028 -1.547 0.051
H 4.532 -0.402 -1.541
H 2.967 -2.523 -2.014
H 3.224 -3.887 -4.029
H 2.461 -3.038 -6.224
H 1.389 -0.802 -6.365
H 1.095 0.552 -4.351
H 3.459 1.291 -3.810
H 4.587 3.460 -4.041
H 4.412 5.160 -2.252
H 3.069 4.669 -0.225
H 1.902 2.512 -0.015
N -0.608 2.533 -4.574
C -1.153 1.815 -3.846
C -1.128 4.441 -1.761
C -1.102 3.120 -1.154
N -1.069 2.077 -0.671
H -0.690 5.159 -1.070
H -2.162 4.707 -1.978
H -0.566 4.395 -2.694
Te -1.916 -2.035 -3.249
C -1.155 -3.206 -1.668
C -0.084 -3.008 -0.848
C 0.234 -4.125 -0.027
C -0.608 -5.175 -0.223
S -1.795 -4.787 -1.403
H 0.460 -2.080 -0.833
H 1.050 -4.135 0.685
H -0.603 -6.136 0.266
F -4.219 1.225 -3.151
B -4.496 1.580 -1.813
F -3.607 0.676 -1.075
F -5.788 1.370 -1.441
F -4.051 2.876 -1.568
*
```

=====

# 2
Formula: C42H43F3LaN4O4P2S
Source: OMol25
Level of theory: the ωB97M-V functional and the def2-TZVPD basis

Properties
E_LUMO: -2.9607 eV
total energy: -3558.329795 Eh
gap between HOMO and LUMO: 7.56 eV
ΔE to the lowest compared entry with this formula, charge and spin: 0.8486 eV
molar mass: 957.7 Da

```
! RIJCOSX wB97M-V def2-TZVPD def2/J DEFGRID3
* xyz 1 1
La 9.179 11.822 9.046
N 7.835 13.278 10.807
C 8.369 14.539 11.246
C 8.188 15.047 12.506
C 8.883 16.223 12.920
C 9.698 16.944 12.097
C 9.864 16.397 10.743
C 10.328 17.230 9.664
C 10.337 16.750 8.382
C 9.884 15.448 8.153
N 9.406 14.652 9.110
C 9.290 15.178 10.336
H 7.382 12.815 11.638
H 7.055 13.477 10.132
H 7.509 14.608 13.235
H 8.627 16.652 13.881
H 10.156 17.835 12.451
H 10.611 18.232 9.826
H 10.559 17.365 7.545
H 9.885 14.972 7.177
N 7.638 10.173 10.492
C 7.368 8.994 9.669
C 8.570 8.069 9.599
C 9.959 8.525 9.058
O 10.900 7.761 8.983
O 9.983 9.731 8.591
H 7.951 9.995 11.433
H 6.747 10.653 10.627
H 7.111 9.341 8.693
H 6.530 8.443 10.035
H 8.282 7.136 9.138
H 8.812 7.750 10.657
C 14.337 11.100 17.974
S 13.663 12.302 16.844
C 14.018 11.447 15.248
C 12.994 11.926 14.182
C 11.713 11.080 14.287
N 10.733 11.428 13.256
P 10.989 11.044 11.581
C 12.108 9.640 11.783
C 11.506 8.480 12.042
C 12.197 7.393 12.552
C 13.553 7.497 12.533
C 14.246 8.657 12.183
C 13.482 9.764 11.759
C 12.004 12.267 10.674
C 12.585 12.008 9.431
C 13.276 12.939 8.685
C 13.440 14.208 9.176
C 12.829 14.586 10.373
C 12.152 13.621 11.149
P 9.047 11.547 13.449
C 8.969 12.279 15.191
C 9.924 13.247 15.583
C 9.838 13.875 16.839
C 8.861 13.525 17.742
C 7.879 12.647 17.320
C 7.885 12.065 16.062
C 8.345 9.825 13.743
C 9.100 8.863 14.402
C 8.652 7.572 14.612
C 7.392 7.202 14.190
C 6.579 8.198 13.542
C 7.035 9.483 13.381
H 14.028 11.418 18.940
H 15.520 11.018 17.979
H 13.971 10.097 17.768
H 13.839 10.382 15.418
H 15.002 11.591 14.967
H 13.474 11.992 13.215
H 12.691 12.957 14.355
H 11.228 11.188 15.227
H 12.019 9.977 14.264
H 10.416 8.406 11.977
H 11.736 6.468 12.800
H 14.135 6.683 12.918
H 15.353 8.665 12.078
H 13.992 10.660 11.483
H 12.496 10.946 9.074
H 13.756 12.628 7.768
H 14.022 14.950 8.672
H 12.775 15.596 10.678
H 11.703 13.993 12.074
H 10.795 13.490 14.953
H 10.538 14.653 17.205
H 8.912 13.975 18.687
H 7.137 12.299 18.004
H 7.212 11.253 15.792
H 10.120 9.115 14.693
H 9.289 6.969 15.188
H 7.122 6.126 14.242
H 5.580 7.837 13.307
H 6.354 10.266 13.008
F 5.114 13.265 6.325
C 6.408 13.484 5.999
F 6.434 14.835 6.018
F 6.741 13.057 4.819
C 7.439 12.819 7.024
O 8.605 12.614 6.579
O 6.965 12.386 8.144
*
```

=====

# 3
Formula: C44H52BrFN6O7Sb2Ti
Source: OMol25
Level of theory: the ωB97M-V functional and the def2-TZVPD basis

Properties
E_LUMO: -5.2560 eV
total energy: -6566.354285 Eh
gap between HOMO and LUMO: 5.91 eV
ΔE to the lowest compared entry with this formula, charge and spin: 0.3284 eV
molar mass: 1167.2 Da

```
! RIJCOSX wB97M-V def2-TZVPD def2/J DEFGRID3
* xyz 2 1
Ti 0.163 -0.672 -0.865
O 5.484 0.408 0.746
C 4.807 1.583 0.608
C 5.453 2.814 0.581
C 4.701 3.931 0.279
C 3.327 3.872 0.068
C 2.710 2.630 0.168
C 3.451 1.464 0.395
C 2.745 0.132 0.249
O 1.762 0.118 -0.739
N 2.063 -0.084 1.543
N 0.811 -0.673 1.347
C 0.277 -1.163 2.413
C -1.072 -1.774 2.488
Br -2.570 -0.641 2.038
C -1.278 -2.981 3.048
C -0.258 -3.871 3.584
C -0.685 -4.853 4.485
C 0.198 -5.822 4.927
C 1.484 -5.878 4.455
C 1.981 -4.834 3.659
C 1.107 -3.838 3.292
H 6.428 0.514 0.861
H 6.529 2.815 0.631
H 5.211 4.881 0.165
H 2.813 4.799 -0.179
H 1.649 2.572 -0.059
H 3.458 -0.729 0.100
H 1.884 0.815 2.052
H 0.838 -1.136 3.341
H -2.309 -3.327 3.106
H -1.728 -4.916 4.784
H -0.164 -6.538 5.648
H 2.193 -6.678 4.734
H 2.990 -4.825 3.341
H 1.523 -3.084 2.624
C -0.318 -3.664 -3.875
Sb 1.160 -2.531 -2.877
C 1.582 -1.018 -4.265
C 2.908 -3.573 -3.608
C 2.978 -5.088 -3.394
C 2.420 -5.941 -4.290
C 2.484 -7.309 -4.166
C 3.126 -7.886 -3.073
C 3.769 -7.047 -2.189
C 3.712 -5.622 -2.310
C 4.484 -4.770 -1.364
Sb 3.309 -3.625 0.099
C 4.751 -4.162 1.593
C 1.721 -5.031 0.272
H 0.088 -3.953 -4.818
H -1.223 -3.070 -4.040
H -0.570 -4.540 -3.249
H 2.241 -1.429 -5.014
H 2.024 -0.219 -3.701
H 0.624 -0.674 -4.683
H 3.771 -3.022 -3.322
H 2.721 -3.357 -4.655
H 1.908 -5.533 -5.126
H 2.009 -7.960 -4.904
H 3.120 -8.981 -2.967
H 4.386 -7.456 -1.400
H 5.083 -4.106 -1.975
H 5.109 -5.427 -0.815
H 4.673 -5.261 1.766
H 4.739 -3.638 2.559
H 5.719 -3.922 1.162
H 2.023 -5.824 0.970
H 1.622 -5.495 -0.740
H 0.754 -4.672 0.595
C -5.458 4.080 -2.581
C -3.992 4.600 -2.768
N -3.089 3.698 -2.064
C -2.771 2.558 -2.657
C -2.119 1.504 -2.069
C -1.587 0.493 -3.069
O -2.083 0.454 -4.152
O -0.478 -0.127 -2.680
C -1.712 1.614 -0.735
O -0.862 0.848 -0.130
C -2.274 2.799 -0.014
C -2.175 2.881 1.387
C -2.679 3.971 2.027
F -2.480 4.130 3.353
C -3.317 5.075 1.375
C -3.368 4.967 -0.006
C -2.884 3.835 -0.697
N -3.855 6.162 2.032
C -3.438 7.499 1.696
C -4.658 8.405 1.599
N -5.745 7.729 2.432
C -5.245 7.183 3.733
C -4.284 6.044 3.448
H -6.160 4.540 -3.241
H -5.797 4.238 -1.536
H -5.452 2.990 -2.716
H -3.911 5.614 -2.452
H -3.805 4.637 -3.843
H -3.051 2.507 -3.683
H -1.751 2.077 1.976
H -3.829 5.788 -0.509
H -2.882 7.468 0.754
H -2.794 7.894 2.446
H -5.123 8.557 0.630
H -4.541 9.419 1.999
H -6.049 6.935 1.881
H -6.564 8.340 2.582
H -6.095 6.937 4.391
H -4.768 8.071 4.193
H -4.771 5.090 3.647
H -3.465 6.138 4.132
O -0.973 -2.049 -0.098
N -1.727 -2.179 -1.143
O -2.821 -2.634 -0.982
*
```